Here is C16H32NOPPdSi as an isolated structure from the Open Molecules 2025 dataset. Energies are from wB97M-V/def2-TZVPD.

Values from the calculation:
Net charge: +2
2S+1: 5
LUMO (alpha / beta) in eV: -6.50 / -10.73
E_tot in eV: -41274.895

Last column: natural (NBO) charge in e.
Atoms and positions in Å:
C -0.8307 -4.8906 -0.8777  -0.058
C -1.3034 -3.9093 -1.7417  -0.237
C -1.0624 -2.5434 -1.4788  0.085
C -0.4038 -2.2180 -0.3028  -0.017
C 0.1180 -3.1772 0.5568  -0.155
C -0.0917 -4.5327 0.2510  -0.014
C -1.4091 -1.4963 -2.5064  -0.493
C -2.3499 -0.3430 -2.1412  -0.215
N -2.3538 0.0801 -0.7079  -0.471
Pd -0.3957 -0.2453 0.2164  1.001
C 0.8990 -2.7196 1.7688  -0.762
P 0.3753 -1.0270 2.2030  0.991
H -1.8602 -4.1573 -2.6480  0.258
H 0.3211 -5.2851 0.9210  0.252
H -1.0270 -5.9429 -1.0978  0.265
H 1.9822 -2.6471 1.5643  0.286
H 0.7580 -3.3783 2.6381  0.278
H -0.4813 -1.0363 -2.8850  0.278
H -1.8823 -2.0126 -3.3499  0.262
H -2.0559 0.5453 -2.7166  0.243
C 1.3948 -0.2347 3.4598  -0.963
C -1.2270 -1.3039 3.0142  -0.976
H -3.3897 -0.6002 -2.4074  0.222
C -3.3792 -0.6447 0.0693  -0.433
C -2.5509 1.5430 -0.5932  -0.432
H 1.0617 -0.0288 0.9840  -0.189
H -4.3781 -0.4358 -0.3485  0.237
H -3.1792 -1.7201 0.0212  0.209
H -3.3382 -0.3128 1.1130  0.224
H -3.5938 1.8228 -0.8082  0.229
H -2.2786 1.8550 0.4210  0.212
H -1.8729 2.0344 -1.3030  0.239
H -1.0615 -1.8262 3.9683  0.270
H -1.7040 -0.3333 3.2044  0.259
H -1.8810 -1.9165 2.3802  0.247
H 1.4906 -0.8850 4.3426  0.277
H 2.3883 -0.0242 3.0395  0.281
H 0.9118 0.7126 3.7488  0.278
H 0.8473 2.3243 0.5204  0.483
C 1.7407 5.0788 -0.7076  -1.141
Si 2.4194 3.3349 -0.7583  1.846
C 3.0108 2.9226 -2.4856  -1.136
C 3.8409 3.1272 0.4504  -1.145
O 1.1450 2.3069 -0.4066  -1.100
H 2.5014 5.8200 -0.9826  0.260
H 1.3618 5.3473 0.2884  0.240
H 0.9108 5.1654 -1.4222  0.242
H 3.7250 3.6729 -2.8523  0.264
H 3.5095 1.9447 -2.5200  0.241
H 2.1635 2.8985 -3.1831  0.240
H 3.5389 3.2397 1.5013  0.234
H 4.3335 2.1499 0.3410  0.240
H 4.5923 3.9021 0.2456  0.264

Force components x, y, z for each atom (eV/Å):
-1.192 -0.123 -1.961
-0.270 0.062 -0.189
-1.151 -1.235 -2.363
1.269 0.277 1.662
0.213 -0.888 0.119
1.128 1.511 1.852
-0.149 -0.530 -0.272
-0.712 0.534 0.389
0.587 0.189 -0.590
-1.780 1.251 -1.372
0.592 0.191 0.125
-0.473 -0.834 2.100
0.227 -0.167 0.329
-0.143 -0.012 -0.196
0.109 0.338 0.084
-0.293 -0.284 -0.076
0.111 0.168 -0.220
0.068 -0.329 0.245
0.292 0.154 0.015
-0.157 -0.443 0.008
0.323 -0.103 -0.066
-0.532 -0.210 0.706
0.360 0.100 -0.028
0.151 0.004 0.004
0.085 0.214 -0.180
1.911 0.456 -0.498
0.272 -0.087 0.194
-0.142 0.106 0.022
-0.123 -0.077 -0.206
0.269 -0.022 0.063
-0.261 0.065 -0.109
-0.241 -0.002 0.293
-0.209 0.089 -0.034
0.054 -0.308 0.081
0.162 0.135 0.179
-0.035 0.225 -0.263
-0.248 -0.015 0.216
0.161 -0.322 -0.091
0.371 0.279 -0.568
-0.087 -0.102 0.060
1.084 1.054 -0.442
-0.233 -0.231 0.075
-0.167 -0.184 0.098
-0.987 -0.924 0.765
-0.120 -0.162 0.046
0.069 -0.031 -0.195
0.152 0.056 0.142
-0.195 -0.142 0.166
-0.095 0.187 -0.012
0.182 0.025 0.043
0.056 0.024 -0.196
-0.113 0.232 0.008
-0.145 -0.158 0.037


Here is the molecule C16H32O from the Open Molecules 2025 dataset. Energies are from wB97M-V/def2-TZVPD.

Values from the calculation:
Net charge: 0
LUMO in eV: 0.97
E_tot in eV: -19159.019
SMILES: CCCCCCCCCCCCCCCC=O

Last column: natural (NBO) charge in e.
Atoms and positions in Å:
C -2.7370 -0.8526 0.8429  -0.618
C -2.9825 -1.5671 2.1665  -0.385
C -1.8053 -2.4213 2.6421  -0.394
C -0.5335 -1.6162 2.9441  -0.398
C 0.4801 -1.6537 1.8012  -0.390
C 1.6432 -0.6901 2.0263  -0.399
C 2.5994 -0.6860 0.8350  -0.397
C 3.6497 0.4237 0.8896  -0.385
C 3.1068 1.8470 0.7245  -0.397
C 2.3404 2.0731 -0.5871  -0.409
C 0.8228 2.0417 -0.3980  -0.379
C 0.0439 2.0388 -1.7149  -0.398
C 0.0760 0.6761 -2.4056  -0.401
C -0.7313 0.6327 -3.7040  -0.395
C -2.2415 0.6579 -3.4749  -0.520
C -2.7795 -0.6057 -2.8724  0.455
O -2.1582 -1.6024 -2.6361  -0.528
H -2.4603 -1.5640 0.0678  0.215
H -3.6408 -0.3357 0.5243  0.204
H -1.9455 -0.1136 0.9395  0.196
H -3.2193 -0.8272 2.9358  0.190
H -3.8548 -2.2167 2.0579  0.198
H -1.5836 -3.1778 1.8866  0.196
H -2.1225 -2.9471 3.5457  0.203
H -0.8047 -0.5790 3.1549  0.191
H -0.0538 -2.0103 3.8431  0.201
H 0.8656 -2.6706 1.6953  0.197
H -0.0162 -1.3967 0.8643  0.197
H 2.1862 -0.9696 2.9323  0.197
H 1.2434 0.3134 2.1841  0.191
H 3.1145 -1.6494 0.7975  0.203
H 2.0252 -0.5945 -0.0879  0.194
H 4.3803 0.2428 0.0965  0.197
H 4.1810 0.3636 1.8430  0.198
H 2.4632 2.0991 1.5687  0.194
H 3.9620 2.5257 0.7648  0.206
H 2.6432 1.3164 -1.3117  0.194
H 2.6109 3.0450 -1.0066  0.202
H 0.5321 2.9187 0.1868  0.200
H 0.5378 1.1586 0.1729  0.193
H 0.4539 2.7989 -2.3846  0.194
H -0.9919 2.3116 -1.5001  0.192
H 1.1101 0.4194 -2.6413  0.203
H -0.3064 -0.0868 -1.7258  0.209
H -0.4857 -0.2874 -4.2380  0.218
H -0.4481 1.4773 -4.3359  0.203
H -2.5331 1.4888 -2.8285  0.226
H -2.7686 0.8018 -4.4234  0.235
H -3.8674 -0.5510 -2.6572  0.098

Force components x, y, z for each atom (eV/Å):
-0.125 -0.096 0.187
0.098 -0.138 -0.105
-0.123 0.221 0.232
-0.002 -0.299 -0.248
0.073 0.326 0.412
-0.065 -0.237 -0.417
0.167 0.190 0.313
-0.141 -0.005 -0.028
0.181 -0.098 -0.163
-0.127 0.041 0.288
0.065 0.180 -0.348
0.026 -0.262 0.205
-0.043 0.257 -0.166
-0.080 -0.111 0.146
0.630 -0.062 -0.139
-0.574 0.380 -0.012
0.246 -0.247 -0.003
0.058 -0.027 -0.130
-0.048 0.088 -0.088
0.149 0.124 -0.064
-0.060 -0.033 0.058
-0.055 0.050 0.055
0.000 -0.116 -0.016
0.006 -0.086 -0.046
0.011 0.094 0.065
0.020 0.077 0.049
-0.026 -0.068 -0.086
-0.023 -0.031 -0.125
0.025 0.054 0.083
-0.026 0.066 0.077
-0.050 -0.049 -0.087
-0.064 -0.066 -0.123
0.085 0.027 0.027
0.101 -0.047 0.000
-0.015 0.089 0.073
-0.038 0.033 0.084
0.054 -0.030 -0.118
-0.005 -0.019 -0.086
0.009 -0.055 0.108
-0.060 -0.085 0.152
-0.039 0.093 -0.053
-0.042 0.079 -0.060
0.037 -0.086 0.059
0.074 -0.075 0.070
0.008 0.057 -0.079
0.017 -0.022 -0.059
-0.148 0.033 0.000
-0.136 0.038 0.038
-0.026 -0.151 0.069


Here is the molecule C16H32O from the Open Molecules 2025 dataset. Energies are from wB97M-V/def2-TZVPD.

Values from the calculation:
Net charge: 0
LUMO in eV: 0.92
E_tot in eV: -19159.150
SMILES: CCCCCCCCCCCCCCCC=O

Last column: natural (NBO) charge in e.
Atoms and positions in Å:
C 3.8489 2.2894 0.0163  -0.604
C 2.4184 2.5515 0.4718  -0.392
C 1.3953 2.1472 -0.5868  -0.376
C -0.0381 2.4158 -0.1343  -0.399
C -1.0594 1.9926 -1.1891  -0.393
C -2.5092 2.1333 -0.7182  -0.387
C -2.9456 1.0838 0.3073  -0.402
C -3.1195 -0.3065 -0.3012  -0.401
C -3.5761 -1.3575 0.7113  -0.384
C -2.5615 -1.7109 1.8028  -0.397
C -1.2526 -2.3182 1.2761  -0.406
C -0.1175 -1.2985 1.1850  -0.393
C 1.1976 -1.8877 0.6751  -0.398
C 1.1360 -2.3212 -0.7896  -0.392
C 2.5234 -2.6997 -1.3132  -0.512
C 3.4183 -1.5001 -1.3992  0.449
O 4.5334 -1.4209 -0.9677  -0.517
H 4.5558 2.6129 0.7767  0.208
H 4.0113 1.2299 -0.1681  0.210
H 4.0622 2.8330 -0.9018  0.199
H 2.2227 1.9948 1.3916  0.192
H 2.2990 3.6139 0.6978  0.193
H 1.5105 1.0823 -0.8038  0.181
H 1.5939 2.6965 -1.5106  0.194
H -0.2179 1.8781 0.7983  0.193
H -0.1592 3.4813 0.0747  0.197
H -0.9181 2.6126 -2.0779  0.203
H -0.8693 0.9594 -1.4867  0.188
H -3.1709 2.0675 -1.5856  0.198
H -2.6361 3.1278 -0.2837  0.200
H -2.2209 1.0472 1.1203  0.195
H -3.9011 1.3943 0.7377  0.203
H -2.1905 -0.6366 -0.7655  0.191
H -3.8715 -0.2455 -1.0929  0.202
H -4.4910 -1.0042 1.1943  0.199
H -3.8276 -2.2725 0.1680  0.197
H -3.0445 -2.4307 2.4677  0.207
H -2.3387 -0.8264 2.4012  0.196
H -1.4365 -2.7622 0.2967  0.194
H -0.9329 -3.1225 1.9428  0.203
H 0.0551 -0.8833 2.1814  0.203
H -0.4088 -0.4775 0.5321  0.196
H 1.9813 -1.1330 0.7826  0.202
H 1.4798 -2.7433 1.2929  0.201
H 0.7337 -1.5055 -1.3964  0.197
H 0.4707 -3.1785 -0.8976  0.212
H 2.9848 -3.4580 -0.6787  0.223
H 2.4325 -3.1012 -2.3268  0.231
H 2.9503 -0.6429 -1.9270  0.096

Force components x, y, z for each atom (eV/Å):
-0.177 0.078 0.185
0.110 -0.112 -0.322
-0.123 0.254 0.486
0.087 -0.237 -0.414
-0.153 0.205 0.260
0.102 -0.110 0.033
0.010 -0.015 -0.328
-0.148 0.038 0.296
0.134 0.068 -0.008
-0.117 -0.191 -0.173
-0.007 0.304 0.156
0.184 -0.368 0.041
-0.281 0.186 -0.200
0.234 -0.079 0.225
-0.129 -0.186 0.085
-0.291 -0.046 -0.176
0.262 0.030 0.136
0.151 -0.002 0.015
0.079 -0.123 -0.051
0.074 0.041 -0.108
-0.057 0.044 0.074
-0.060 0.014 0.083
0.012 -0.102 -0.102
0.031 -0.044 -0.100
-0.019 0.014 0.112
-0.026 0.050 0.078
0.054 -0.056 -0.065
0.063 -0.078 -0.088
-0.082 0.067 0.005
-0.046 0.075 -0.060
0.010 0.018 0.146
0.000 -0.024 0.104
0.080 -0.032 -0.141
0.058 0.006 -0.083
-0.087 -0.035 -0.040
-0.070 -0.041 0.040
0.009 0.067 0.069
0.012 0.026 0.118
-0.001 -0.115 -0.072
0.039 -0.071 -0.051
-0.071 0.103 0.004
-0.045 0.202 -0.035
0.092 -0.010 0.080
0.103 -0.019 0.050
-0.116 0.036 -0.052
-0.050 0.054 -0.091
0.069 -0.003 -0.055
0.046 -0.033 -0.047
0.052 0.149 -0.019


Q: The highest E_tot belongs to which entry?
A: number 2


Q: Which of these has the lowest E_tot?
A: C16H32NOPPdSi


Q: Number 1 is which compound?
A: C16H32NOPPdSi